(1)
Density functional theory data (the ωB97M-V functional and the def2-TZVPD basis) for C4H8N2O in the gas phase at a distorted geometry.

- Spin multiplicity: 3
- <S²>: 2.01
- Gap between HOMO and LUMO (spin up / spin down): 5.89 / 7.22 eV
- Relative energy (zero: lowest compared OMol25 entry of this formula, charge and spin): 2.995 eV
- LUMO energy (spin up / spin down): 0.91 / -2.67 eV
- DFT total energy: -341.68302 Eh

Last column: Mulliken charge in e.
CARTESIAN COORDINATES (ANGSTROEM)
H  -0.220  0.847  1.389  0.47
H  -2.364  0.448  -0.508  0.34
H  2.264  1.335  0.896  0.22
H  -1.013  0.226  -1.550  0.26
H  1.249  -1.466  -1.710  0.22
N  2.288  0.461  0.361  -0.54
C  -1.316  0.797  -0.644  -1.20
C  0.988  -1.445  -0.531  -0.44
N  -0.921  -1.119  0.684  -0.34
H  1.663  -2.113  0.056  0.30
C  1.209  -0.102  0.116  0.12
C  -0.433  0.253  0.502  0.24
H  -1.377  1.867  -0.712  0.35
O  -0.345  -1.914  -0.384  -0.30
H  -0.515  -1.438  1.525  0.30

=====

(2)
Density functional theory data (the ωB97M-V functional and the def2-TZVPD basis) for 2 unconnected molecules or ions with the total composition C4H8N2O at a distorted geometry.

- Spin multiplicity: 3
- <S²>: 2.01
- Gap between HOMO and LUMO (spin up / spin down): 7.06 / 6.78 eV
- Relative energy (zero: lowest compared OMol25 entry of this formula, charge and spin): 3.746 eV
- LUMO energy (spin up / spin down): 0.50 / -1.37 eV
- DFT total energy: -341.65539 Eh

Last column: Mulliken charge in e.
CARTESIAN COORDINATES (ANGSTROEM)
H  -3.549  0.343  -0.035  0.29
C  0.795  -0.505  0.195  -0.27
H  -2.130  -1.587  0.067  0.40
H  2.256  2.293  -0.407  0.38
C  1.608  0.584  0.274  0.50
H  1.771  -2.026  -0.768  0.25
C  -1.873  -0.689  0.474  -0.90
H  -1.688  -0.663  1.525  0.44
C  -2.493  0.457  -0.301  -0.70
N  1.871  -1.397  -0.025  -0.25
N  2.729  -0.234  -0.232  -0.36
H  -2.298  0.314  -1.398  0.21
H  3.511  -0.287  0.451  0.25
H  -2.138  1.480  -0.099  0.27
O  1.628  1.918  0.280  -0.51

=====

(3)
Density functional theory data (the ωB97M-V functional and the def2-TZVPD basis) for 2 unconnected molecules or ions with the total composition C4H8N2O at a distorted geometry.

- Spin multiplicity: 2
- <S²>: 0.77
- Gap between HOMO and LUMO (spin up / spin down): 8.56 / 4.95 eV
- Relative energy (zero: lowest compared OMol25 entry of this formula, charge and spin): 1.990 eV
- Charge: +1
- LUMO energy (spin up / spin down): -4.97 / -8.50 eV
- DFT total energy: -341.59684 Eh

Last column: Mulliken charge in e.
CARTESIAN COORDINATES (ANGSTROEM)
C  -0.672  -1.059  -1.842  -0.53
C  -1.189  1.945  -1.121  -0.18
H  -1.775  2.669  -0.564  0.28
H  1.018  -0.164  -0.837  0.43
C  1.332  -1.147  2.080  0.09
H  -1.751  -1.093  -1.913  0.32
H  -0.071  -1.810  -2.338  0.29
O  1.155  -2.030  1.272  -0.52
H  1.053  0.795  2.585  0.23
H  -0.139  0.082  1.481  0.24
N  -0.691  0.948  -0.510  -0.15
H  2.092  -1.211  2.875  0.36
H  -0.969  2.149  -2.163  0.29
C  -0.030  -0.088  -1.113  0.14
N  0.638  0.014  2.109  -0.30

=====

(4)
Density functional theory data (the ωB97M-V functional and the def2-TZVPD basis) for C4H8N2O2 in the gas phase at a distorted geometry.

- Structure (SMILES): [H]/N=C1/NOC[C@H](C)O1
- Gap between HOMO and LUMO: 10.27 eV
- Relative energy (zero: lowest compared OMol25 entry of this formula, charge and spin): 3.952 eV
- LUMO energy: 0.97 eV
- DFT total energy: -417.11072 Eh

Last column: Mulliken charge in e.
CARTESIAN COORDINATES (ANGSTROEM)
H  2.483  -0.719  -1.224  0.35
H  1.077  -0.249  1.423  0.26
H  3.187  -0.339  0.447  0.41
H  1.055  1.943  0.680  0.28
H  -2.356  -1.814  -0.645  0.25
C  1.099  -0.225  0.375  0.61
H  1.630  1.467  -0.887  0.33
N  -2.303  -0.982  -0.147  -0.72
O  -0.432  1.424  -0.536  -0.34
C  2.372  -0.792  -0.092  -1.47
C  0.936  1.204  -0.072  -0.48
O  0.052  -1.024  -0.106  -0.36
C  -1.177  -0.465  0.093  0.54
N  -1.100  0.814  0.524  -0.30
H  -1.997  1.261  0.694  0.31
H  2.402  -1.903  0.185  0.32

=====

(5)
Density functional theory data (the ωB97M-V functional and the def2-TZVPD basis) for C4H8N2O2 in the gas phase at a distorted geometry.

- Structure (SMILES): [H]/N=C(/N)O[C@H](C)C=O
- Gap between HOMO and LUMO: 9.60 eV
- Relative energy (zero: lowest compared OMol25 entry of this formula, charge and spin): 6.964 eV
- LUMO energy: 0.59 eV
- DFT total energy: -417.00004 Eh

Last column: Mulliken charge in e.
CARTESIAN COORDINATES (ANGSTROEM)
H  2.052  -1.850  0.776  0.30
H  -2.052  0.203  0.151  0.24
H  1.316  3.111  -1.020  0.31
C  -1.525  -0.875  0.059  0.23
H  -0.342  -1.171  1.897  0.42
O  -1.965  -1.730  -0.731  -0.48
C  0.648  1.182  -0.125  0.50
N  1.098  0.522  -1.176  -0.94
C  0.948  -1.598  0.186  -0.77
C  -0.130  -0.743  0.906  -0.15
O  -0.029  0.614  0.972  -0.41
H  0.054  3.191  0.597  0.24
H  1.147  -1.518  -0.951  0.55
N  0.697  2.690  -0.080  -0.52
H  1.112  -0.648  -0.996  0.12
H  0.449  -2.677  0.253  0.37

=====

(6)
Density functional theory data (the ωB97M-V functional and the def2-TZVPD basis) for C4H8N2O2 in the gas phase at a distorted geometry.

- Gap between HOMO and LUMO: 7.57 eV
- Relative energy (zero: lowest compared OMol25 entry of this formula, charge and spin): 3.645 eV
- LUMO energy: 0.44 eV
- DFT total energy: -417.12199 Eh

Last column: Mulliken charge in e.
CARTESIAN COORDINATES (ANGSTROEM)
H  -1.080  2.133  -1.519  0.30
H  1.178  -1.700  0.844  0.37
H  -1.158  -1.792  1.873  0.28
C  -0.390  -0.282  0.575  0.42
O  2.504  0.963  -0.265  -0.54
N  -0.247  0.611  -0.379  -0.29
H  -2.183  0.779  -1.187  0.30
C  -1.370  -1.019  1.148  -1.15
C  -1.382  1.405  -0.765  -0.98
C  1.749  0.047  -0.400  0.71
H  1.444  -0.229  1.676  0.33
H  2.320  -0.510  -2.096  0.36
N  1.045  -0.688  0.859  -0.21
H  -1.816  1.958  0.082  0.29
H  -2.403  -0.796  0.928  0.26
O  1.790  -0.881  -1.374  -0.46

=====

(7)
Density functional theory data (the ωB97M-V functional and the def2-TZVPD basis) for C4H8N2O2 in the gas phase at a distorted geometry.

- Gap between HOMO and LUMO (spin up / spin down): 8.04 / 7.80 eV
- Relative energy (zero: lowest compared OMol25 entry of this formula, charge and spin): 6.996 eV
- LUMO energy (spin up / spin down): 0.75 / 0.70 eV
- DFT total energy: -416.99886 Eh

Last column: Mulliken charge in e.
CARTESIAN COORDINATES (ANGSTROEM)
C  0.209  0.641  0.723  0.54
H  1.638  0.349  2.391  0.34
C  1.005  0.165  -1.508  -0.15
N  -0.533  -1.333  -0.431  -0.33
H  1.229  2.103  -0.490  0.30
H  -1.591  1.008  0.265  0.44
O  0.361  -1.001  -1.571  -0.30
C  0.960  -0.230  1.739  -0.86
H  -2.508  -1.470  -0.331  0.22
C  0.986  1.034  -0.457  -0.66
H  -1.982  -0.343  -1.601  0.22
H  1.509  0.313  -2.389  0.58
H  0.096  -0.624  2.296  0.27
N  -1.826  -0.793  -0.694  -0.40
H  1.440  -0.908  1.047  0.27
O  -0.994  1.088  1.012  -0.48

=====

(8)
Density functional theory data (the ωB97M-V functional and the def2-TZVPD basis) for C4H8N2O2 in the gas phase at a distorted geometry.

- Structure (SMILES): NC[C@]1(C(=O)O)CN1
- Gap between HOMO and LUMO: 10.14 eV
- Relative energy (zero: lowest compared OMol25 entry of this formula, charge and spin): 2.721 eV
- LUMO energy: 0.74 eV
- DFT total energy: -417.15594 Eh

Last column: Mulliken charge in e.
CARTESIAN COORDINATES (ANGSTROEM)
H  2.244  0.939  0.846  0.44
H  -1.188  -2.534  0.062  0.32
H  -0.995  2.098  -0.323  0.33
C  -0.010  1.758  0.023  -0.70
N  -0.885  -2.001  -0.739  -0.62
C  0.902  -0.422  1.194  0.29
H  -1.325  -0.073  -1.548  0.26
C  0.051  0.264  0.081  1.02
H  0.094  -2.219  -0.823  0.27
O  2.019  0.169  1.543  -0.53
H  -1.951  -0.472  0.090  0.26
O  0.451  -1.396  1.730  -0.55
N  0.955  1.133  -0.856  -0.74
H  0.460  1.244  -1.782  0.33
C  -1.080  -0.618  -0.554  -0.65
H  0.258  2.132  1.052  0.27

=====

(9)
Density functional theory data (the ωB97M-V functional and the def2-TZVPD basis) for C4H8N2O2 in the gas phase.

- Structure (SMILES): CN(C=O)CC(N)=O
- Gap between HOMO and LUMO: 10.32 eV
- Relative energy (zero: lowest compared OMol25 entry of this formula, charge and spin): 0.695 eV
- LUMO energy: 0.80 eV
- DFT total energy: -417.23040 Eh

Last column: Mulliken charge in e.
CARTESIAN COORDINATES (ANGSTROEM)
H  -1.724  -1.012  -0.996  0.32
H  -1.588  -1.538  0.711  0.38
N  -0.321  2.150  0.117  -0.38
C  -0.559  1.048  0.879  0.64
C  -1.122  -1.559  -0.272  -1.03
O  1.973  -0.309  -1.465  -0.56
H  1.486  0.433  0.586  0.43
C  1.021  -1.036  -1.274  0.08
O  -1.595  0.910  1.501  -0.60
H  0.572  2.395  -0.269  0.20
H  0.722  -1.814  -1.994  0.35
H  -1.116  2.762  -0.001  0.24
C  0.533  -0.010  0.856  -0.79
H  0.598  -0.492  1.830  0.24
N  0.234  -1.025  -0.158  0.10
H  -1.056  -2.621  -0.522  0.38

=====

(10)
Density functional theory data (the ωB97M-V functional and the def2-TZVPD basis) for 2 unconnected molecules or ions with the total composition C4H8N2O2 at a distorted geometry.

- Structure (SMILES): C=C=C(O)O.[H]/N=C\N
- Gap between HOMO and LUMO: 9.25 eV
- Relative energy (zero: lowest compared OMol25 entry of this formula, charge and spin): 4.115 eV
- LUMO energy: 0.82 eV
- DFT total energy: -417.10472 Eh

Last column: Mulliken charge in e.
CARTESIAN COORDINATES (ANGSTROEM)
N  -1.000  1.276  -0.364  -0.74
H  -0.819  0.597  -1.146  0.24
O  3.273  0.285  0.709  -0.49
O  1.877  1.404  -0.642  -0.55
H  3.821  0.856  0.155  0.35
N  -2.460  -0.394  0.385  -0.43
C  2.098  0.203  0.083  0.48
C  0.397  -1.735  -0.255  -0.97
H  0.871  1.512  -0.645  0.46
H  -2.004  1.340  1.392  0.41
C  -1.825  0.884  0.470  0.01
H  -2.299  -0.689  -0.517  0.21
H  0.346  -2.386  -1.107  0.27
H  -0.359  -1.789  0.531  0.31
H  -3.233  -0.561  1.006  0.21
C  1.316  -0.802  -0.053  0.23